A single C6H9N3O2 molecule in a non-equilibrium geometry. Source: OMol25; level of theory: the ωB97M-V functional and the def2-TZVPD basis.

```
20
Properties=species:S:1:pos:R:3:forces:R:3
N -2.417 1.073 1.317 -0.973 1.254 2.687
C -1.045 0.965 0.808 0.017 -0.636 1.138
C -0.936 -0.457 0.128 1.234 0.278 -1.901
C 0.519 -0.890 -0.436 -2.336 1.882 0.599
C 0.866 -2.174 -0.542 0.730 -3.193 1.070
N 2.273 -2.263 -0.692 -2.409 3.430 -0.236
C 2.591 -0.957 -0.769 1.351 2.654 -0.664
N 1.618 -0.030 -0.705 0.002 -4.009 1.201
C -0.972 2.110 -0.155 1.742 -0.203 -1.664
O -1.858 2.900 -0.307 -0.100 0.647 -0.404
O 0.129 2.145 -0.928 -1.282 1.493 0.061
H -2.499 1.407 2.352 0.527 -0.972 -2.491
H -2.881 1.861 0.769 0.806 -1.360 0.996
H -0.163 1.120 1.548 -1.619 -0.349 -0.779
H -1.670 -0.439 -0.742 0.787 -0.150 1.115
H -1.240 -1.253 0.838 0.091 0.748 -0.380
H 0.351 -3.117 -0.307 -0.059 0.864 -0.241
H 2.921 -3.001 -0.652 0.374 -0.950 -0.087
H 3.586 -0.571 -0.912 0.375 -0.495 -0.080
H 0.827 1.571 -0.613 0.741 -0.932 0.059
```
Forces are in eV/Å.

Calculated values
Charge   0
Kohn-Sham gap   9.82 eV
SMILES   N[C@@H](Cc1c[nH]cn1)C(=O)O
Spin multiplicity   1
HOMO energy   -9.27 eV

2 unconnected molecules or ions with the total composition C5H3O4 in a non-equilibrium geometry. Source: OMol25; level of theory: the ωB97M-V functional and the def2-TZVPD basis.

```
12
Properties=species:S:1:pos:R:3:forces:R:3
C -0.085 -0.587 1.318 -0.347 -0.396 2.476
C 1.325 1.886 0.356 -0.428 1.722 1.203
C 1.658 -0.735 -0.427 0.052 1.017 -1.558
C -1.632 -0.358 -0.466 -0.959 0.846 1.838
C -1.169 0.058 0.738 -1.542 0.522 -1.752
O 0.702 2.705 -0.161 0.378 -0.526 -0.105
O 2.138 -1.730 -0.896 0.316 -1.150 0.207
O 1.023 -0.982 0.907 1.416 -0.375 -0.563
O 1.610 0.424 -0.881 -0.392 -0.816 -0.214
H -2.663 -0.468 -0.704 -0.818 0.411 -0.024
H -1.006 -0.739 -1.162 2.086 -1.433 -1.993
H -1.900 0.528 1.378 0.238 0.177 0.485
```
Forces are in eV/Å.

Calculated values
Charge   -1
Kohn-Sham gap (alpha / beta)   7.36 / 7.37 eV
Spin multiplicity   1
HOMO energy (alpha / beta)   -3.39 / -3.40 eV

A single C13H22N2O3 molecule. Source: OMol25; level of theory: the ωB97M-V functional and the def2-TZVPD basis.

```
40
Properties=species:S:1:pos:R:3:forces:R:3
O 4.732 -1.624 1.696 0.154 -0.084 0.061
C 3.766 -1.066 1.248 0.316 -0.014 0.518
O 3.407 -1.192 -0.038 -0.348 0.063 -0.616
C 2.819 -0.203 2.052 0.056 -0.058 -0.116
C 2.557 1.153 1.374 -0.140 0.071 0.136
C 1.146 1.634 1.691 0.157 0.383 -0.087
N 0.179 0.731 1.100 0.145 -0.003 0.113
C -0.839 1.270 0.358 0.096 -0.166 0.248
O -1.057 2.469 0.347 -0.133 0.453 -0.126
N -1.621 0.372 -0.313 -0.071 -0.391 -0.172
C -2.678 0.830 -1.192 -0.314 0.395 -0.087
C -2.224 0.883 -2.656 0.176 -0.068 0.186
C -2.008 -0.512 -3.237 -0.271 0.163 -0.159
C -3.277 -1.349 -3.101 0.246 -0.194 0.142
C -3.698 -1.448 -1.638 -0.253 0.177 -0.181
C -3.917 -0.059 -1.044 0.190 -0.071 0.103
C 0.498 -0.681 1.140 -0.146 -0.335 -0.081
C 1.493 -0.961 2.261 -0.042 -0.009 -0.192
H 4.037 -1.764 -0.503 0.044 0.038 0.303
H 3.292 -0.056 3.027 0.017 -0.078 -0.183
H 2.651 1.049 0.292 0.008 0.078 0.016
H 3.287 1.888 1.710 0.034 0.014 -0.040
H 1.000 1.701 2.776 0.021 0.084 -0.037
H 0.959 2.621 1.264 0.055 -0.141 0.163
H -1.267 -0.550 -0.495 0.119 -0.004 0.128
H -2.910 1.846 -0.855 0.019 -0.212 -0.082
H -2.991 1.399 -3.237 -0.037 0.056 -0.062
H -1.305 1.468 -2.721 -0.040 0.090 -0.006
H -1.728 -0.430 -4.289 0.110 -0.041 0.034
H -1.184 -1.011 -2.719 0.101 -0.055 -0.017
H -3.112 -2.348 -3.511 -0.070 0.010 -0.064
H -4.079 -0.880 -3.676 -0.067 -0.004 -0.070
H -4.621 -2.027 -1.557 0.061 -0.074 0.082
H -2.930 -1.980 -1.072 0.032 -0.113 0.062
H -4.749 0.424 -1.561 -0.075 0.026 -0.024
H -4.176 -0.140 0.013 -0.050 0.084 0.005
H -0.416 -1.254 1.336 0.088 0.010 -0.075
H 0.928 -1.016 0.184 -0.119 -0.053 0.092
H 1.681 -2.035 2.319 -0.072 0.010 0.064
H 1.052 -0.651 3.208 0.002 -0.038 0.024
```
Forces are in eV/Å.

Calculated values
Charge   0
Kohn-Sham gap   9.37 eV
SMILES   O=C(O)C1CCN(C(=O)NC2CCCCC2)CC1
Spin multiplicity   1
HOMO energy   -8.93 eV

A molecular structure, C30H28F3N2O2ScSi. Source: OMol25; level of theory: the ωB97M-V functional and the def2-TZVPD basis.

```
67
Properties=species:S:1:pos:R:3:forces:R:3
Sc 0.137 0.086 -1.975 -0.607 0.389 0.457
O 3.003 -0.401 -1.712 -0.112 -0.178 -0.347
N 2.127 -0.588 -2.581 0.728 -0.115 -0.114
F -8.991 -2.368 -3.409 -0.002 -0.012 -0.014
C -8.725 -1.531 -2.396 0.009 -0.017 -0.007
F -9.129 -2.134 -1.266 -0.007 -0.017 0.030
F -9.473 -0.436 -2.562 -0.016 0.042 -0.009
C -7.252 -1.213 -2.333 0.020 -0.023 -0.005
C -6.799 0.090 -2.455 -0.009 0.013 0.008
C -5.440 0.352 -2.389 0.002 0.001 0.009
C -4.539 -0.694 -2.199 -0.086 -0.151 -0.016
C -5.006 -2.009 -2.082 -0.040 0.054 -0.001
C -6.361 -2.264 -2.150 -0.005 0.025 0.007
C -3.136 -0.444 -2.129 0.113 0.115 0.010
C -1.934 -0.228 -2.068 -0.056 -0.180 -0.032
H -7.502 0.897 -2.601 -0.006 -0.008 -0.005
H -5.078 1.366 -2.486 0.011 -0.002 -0.006
H -4.302 -2.818 -1.944 0.002 -0.002 -0.006
H -6.731 -3.277 -2.062 -0.005 0.000 -0.005
C -0.064 -2.264 2.540 -0.002 0.054 0.041
C 0.351 -1.004 3.144 0.014 -0.029 -0.009
C -0.449 0.199 2.929 0.008 -0.067 0.021
C 1.481 -0.965 4.060 -0.096 -0.008 0.049
Si 2.447 -0.327 0.039 0.321 -0.039 0.689
O 0.853 -0.156 -0.172 0.147 -0.029 -0.293
C 2.980 -1.977 0.682 -0.165 0.167 -0.098
C 2.501 -3.146 0.078 -0.091 -0.006 -0.096
C 2.844 -4.395 0.565 0.033 0.001 0.033
C 3.682 -4.496 1.671 -0.008 0.028 0.002
C 4.171 -3.349 2.281 0.007 -0.077 0.005
C 3.823 -2.099 1.788 0.074 0.103 0.086
C 3.268 1.155 0.771 -0.199 -0.123 -0.241
C 4.644 1.216 1.013 0.121 -0.108 -0.019
C 5.220 2.366 1.528 0.003 0.036 0.012
C 4.431 3.474 1.809 0.004 -0.039 -0.006
C 3.064 3.437 1.567 0.058 0.015 0.021
C 2.491 2.287 1.047 -0.169 0.001 0.008
H -0.772 -2.684 3.279 0.015 -0.037 -0.003
H 0.752 -2.977 2.441 0.003 -0.003 -0.021
H -0.624 -2.125 1.617 -0.006 -0.012 0.000
H -1.370 0.039 3.515 -0.019 0.018 -0.024
H -0.774 0.264 1.889 0.013 0.026 -0.013
H 0.029 1.109 3.278 -0.009 0.009 -0.004
H 1.008 -0.934 5.060 0.026 0.023 0.008
H 2.029 -0.023 3.988 0.024 -0.011 -0.017
H 2.124 -1.838 4.009 0.008 0.007 0.006
H 1.851 -3.090 -0.791 0.012 0.010 0.010
H 2.475 -5.289 0.082 -0.004 0.003 -0.009
H 3.963 -5.471 2.047 -0.001 0.002 0.008
H 4.837 -3.431 3.130 0.003 0.006 0.002
H 4.222 -1.215 2.273 -0.019 -0.011 -0.022
H 5.280 0.366 0.789 -0.021 0.021 -0.002
H 6.286 2.401 1.708 0.002 -0.002 -0.001
H 4.884 4.369 2.214 -0.002 0.003 -0.003
H 2.453 4.304 1.781 -0.016 -0.009 -0.004
H 1.423 2.268 0.849 0.019 -0.003 0.000
C 0.779 4.950 -2.630 0.023 0.023 -0.006
C 1.860 4.113 -2.870 -0.012 -0.026 -0.001
C 1.690 2.753 -2.721 -0.025 -0.027 0.024
N 0.514 2.210 -2.352 0.009 0.181 -0.068
C -0.532 3.028 -2.126 0.000 0.036 -0.030
C -0.436 4.399 -2.252 -0.023 -0.052 0.011
H 0.882 6.021 -2.744 -0.005 0.001 -0.001
H 2.819 4.506 -3.175 0.006 -0.009 -0.001
H 2.506 2.068 -2.908 0.018 0.009 -0.001
H -1.466 2.549 -1.854 -0.010 0.014 0.005
H -1.302 5.018 -2.068 -0.006 -0.007 0.001
```
Forces are in eV/Å.

Calculated values
Charge   +2
Kohn-Sham gap (alpha / beta)   5.61 / 5.61 eV
Spin multiplicity   1
HOMO energy (alpha / beta)   -13.26 / -13.26 eV

A single C2H4BrP molecule in a non-equilibrium geometry. Source: OMol25; level of theory: the ωB97M-V functional and the def2-TZVPD basis.

```
8
Properties=species:S:1:pos:R:3:forces:R:3
P 1.336 -0.341 -0.339 -2.430 -1.365 1.686
C -0.619 -0.245 -0.213 -2.198 -0.970 1.427
C -1.780 -0.826 0.293 3.122 -0.041 0.136
Br -3.524 0.017 -0.038 1.238 -0.676 0.396
H 1.486 -0.709 1.105 0.102 0.495 -1.398
H 1.374 1.030 -0.150 0.239 0.570 0.278
H -1.010 0.690 -0.500 0.497 1.376 -1.437
H -1.761 -1.676 1.021 -0.571 0.611 -1.088
```
Forces are in eV/Å.

Calculated values
Charge   0
Kohn-Sham gap   9.83 eV
SMILES   P/C=C/Br
Spin multiplicity   1
HOMO energy   -9.16 eV

2 unconnected molecules or ions with the total composition C5H13NO in a non-equilibrium geometry. Source: OMol25; level of theory: the ωB97M-V functional and the def2-TZVPD basis.

```
20
Properties=species:S:1:pos:R:3:forces:R:3
C -0.618 0.631 -1.087 1.572 1.845 0.394
C -0.799 -0.214 0.201 1.311 -0.593 -2.284
C -0.597 -1.714 0.197 -1.653 -0.054 -0.232
C -0.911 0.445 1.320 -3.159 -0.231 3.014
C -1.142 -0.139 2.821 3.099 4.600 -2.783
N -1.371 1.785 1.357 1.435 0.741 -0.608
H -1.417 1.459 -1.240 1.226 -1.438 0.357
H -0.532 0.093 -2.064 -0.036 0.157 1.067
H 0.469 1.215 -0.887 -2.815 -1.300 -0.958
H -0.131 -1.988 1.119 0.439 -0.288 0.601
H 0.079 -2.054 -0.622 -0.999 -0.007 0.379
H -1.663 -2.195 0.279 2.047 0.363 -0.856
H -0.165 0.063 3.293 -0.531 -0.218 0.380
H -1.920 0.414 3.286 -0.534 0.998 0.366
H -1.420 -1.072 2.963 -0.834 -4.760 -0.031
H -0.995 2.395 0.575 -0.462 -0.902 1.732
H -1.128 2.075 2.300 -0.105 1.088 -0.539
O 4.534 -0.477 -4.261 0.022 -0.587 -2.852
H 5.344 0.064 -4.311 -0.503 -0.345 -0.015
H 4.383 -0.786 -5.240 0.479 0.932 2.867
```
Forces are in eV/Å.

Calculated values
Charge   0
Kohn-Sham gap   8.58 eV
SMILES   CC(C)=C(C)N.O
Spin multiplicity   1
HOMO energy   -7.68 eV

A single C7H13NO molecule in a non-equilibrium geometry. Source: OMol25; level of theory: the ωB97M-V functional and the def2-TZVPD basis.

```
22
Properties=species:S:1:pos:R:3:forces:R:3
H 0.088 1.929 -1.512 -0.683 0.094 -0.006
N 0.103 1.886 -0.492 0.592 -1.045 -0.205
C -0.498 0.886 0.025 -1.029 2.028 1.865
C -0.319 0.668 1.535 -0.388 0.249 -1.141
C 0.147 -0.753 1.649 1.305 -0.700 -3.405
C 0.996 -1.125 0.169 0.173 -1.197 2.947
C 2.371 -0.466 0.181 -0.206 -0.168 -0.084
C -1.689 0.137 -0.559 0.334 -0.304 -1.033
C -1.949 0.386 -2.024 -0.216 -0.020 0.038
O -2.404 -0.566 0.114 0.281 0.354 0.077
H 0.435 1.376 1.868 -0.147 0.092 0.115
H -1.279 0.807 2.031 0.080 0.223 0.198
H 0.882 -0.884 2.435 0.018 -0.297 0.063
H -0.674 -1.459 1.690 0.017 -0.023 0.280
H 0.572 -1.098 -0.837 -0.717 0.664 0.377
H 1.093 -2.207 0.301 0.409 -0.075 0.003
H 2.299 0.609 0.032 0.011 0.105 -0.092
H 3.003 -0.892 -0.600 0.054 0.103 -0.057
H 2.874 -0.628 1.132 0.037 -0.066 0.115
H -2.717 -0.296 -2.384 0.064 0.030 0.026
H -2.298 1.415 -2.144 0.024 -0.038 -0.070
H -1.035 0.273 -2.610 -0.013 -0.010 -0.012
```
Forces are in eV/Å.

Calculated values
Charge   0
Kohn-Sham gap   9.58 eV
SMILES   [H]/N=C(/CCCC)C(C)=O
Spin multiplicity   1
HOMO energy   -9.40 eV

3 unconnected molecules or ions with the total composition C13H19N3OSi. Source: OMol25; level of theory: the ωB97M-V functional and the def2-TZVPD basis.

```
37
Properties=species:S:1:pos:R:3:forces:R:3
N -0.077 -0.375 -2.936 0.525 -0.382 0.096
C 0.916 0.516 -2.455 -0.255 0.064 0.114
O 1.987 0.134 -2.038 -0.008 0.104 -0.437
C 0.517 1.973 -2.495 0.046 -0.136 0.290
C -0.319 2.285 -1.228 0.072 -0.019 -0.118
Si 0.718 2.750 0.273 0.058 -0.034 0.042
H -0.816 -0.522 -2.256 -0.242 0.351 -0.241
H 0.368 -1.275 -3.097 -0.057 -0.020 0.171
H 1.435 2.560 -2.520 -0.078 0.024 -0.042
H -0.066 2.168 -3.394 0.026 -0.066 0.007
H -0.914 1.410 -0.950 -0.185 0.169 -0.022
H -1.032 3.082 -1.448 0.048 -0.001 0.063
H 0.050 3.814 1.057 -0.026 -0.043 0.021
H 0.936 1.576 1.148 0.002 0.027 0.009
H 2.038 3.256 -0.167 -0.016 0.032 0.005
C -5.002 1.005 2.353 0.010 -0.001 -0.010
C -4.882 2.021 1.419 -0.003 -0.002 0.004
C -3.923 1.896 0.425 -0.001 -0.005 0.001
N -3.108 0.849 0.318 0.064 -0.068 -0.019
C -3.232 -0.120 1.222 -0.019 0.023 0.018
C -4.159 -0.091 2.253 -0.004 0.005 0.004
H -5.738 1.065 3.144 0.000 0.000 -0.001
H -5.516 2.896 1.456 0.002 -0.001 -0.002
H -3.804 2.673 -0.323 0.002 0.001 0.003
H -2.555 -0.961 1.120 -0.002 0.001 -0.001
H -4.213 -0.908 2.959 0.003 0.001 -0.002
C 4.542 -2.258 0.645 -0.011 -0.004 -0.004
C 3.440 -2.020 -0.161 0.042 -0.015 0.044
C 2.453 -2.993 -0.221 -0.010 0.009 -0.004
N 2.500 -4.144 0.447 -0.007 -0.009 0.003
C 3.566 -4.357 1.215 0.005 0.019 -0.008
C 4.609 -3.451 1.347 -0.007 -0.008 0.003
H 5.335 -1.525 0.724 0.001 -0.003 0.000
H 3.329 -1.110 -0.732 0.021 -0.017 0.014
H 1.578 -2.836 -0.842 0.004 0.004 0.000
H 3.588 -5.300 1.751 0.000 0.002 0.001
H 5.449 -3.681 1.988 -0.001 -0.002 -0.001
```
Forces are in eV/Å.

Calculated values
Charge   0
Kohn-Sham gap   10.08 eV
SMILES   NC(=O)CC[SiH3].c1ccncc1.c1ccncc1
Spin multiplicity   1
HOMO energy   -9.40 eV

Ordered relative energy (zero: lowest compared OMol25 entry of this formula, charge and spin) results: 152.54 194.06 9.20 0.00 190.71 258.28 174.96 0.00; unit kJ/mol.